Entry from the OMol25 dataset: a structure of composition C50H54FeN4O3S5 (ωB97M-V/def2-TZVPD).

Results
Orbital gap (alpha / beta), eV: 4.40 / 6.20
Energy relative to the best compared isomer or geometry (same formula, charge and spin), kcal/mol: 9.6
HOMO (alpha / beta), eV: -2.1 / -3.9

The geometry in ORCA input format:
```
! wB97M-V def2-TZVPD RIJCOSX def2/J DEFGRID3
* xyz -1 6
Fe 0.74 -1.14 0.20
C 1.48 -3.92 -1.37
C 0.74 -4.47 -0.19
C 0.46 -5.86 -0.14
C -0.17 -6.38 0.94
C -0.54 -5.54 2.01
C -1.17 -6.05 3.16
C -1.50 -5.20 4.18
C -1.19 -3.83 4.09
C -0.56 -3.27 2.99
S -0.17 -1.59 2.97
C -0.24 -4.15 1.89
N 0.37 -3.64 0.77
H 1.93 -4.71 -1.97
H 2.26 -3.24 -1.03
H 0.81 -3.33 -2.00
H 0.77 -6.49 -0.97
H -0.40 -7.44 1.00
H -1.37 -7.12 3.23
H -2.01 -5.58 5.06
H -1.45 -3.17 4.91
C 0.26 6.12 1.20
C 1.54 5.37 0.82
C 2.01 5.90 -0.55
C 2.61 5.68 1.88
C 1.33 3.86 0.73
C 2.44 3.01 0.47
C 2.22 1.65 0.41
N 1.04 1.06 0.59
C -0.06 1.86 0.81
C 0.11 3.27 0.88
C -1.30 1.19 0.96
C -2.48 1.84 1.41
C -3.64 1.14 1.62
C -3.61 -0.26 1.38
C -2.44 -0.82 0.92
N -1.31 -0.15 0.67
C -4.92 1.79 2.13
C -4.79 3.30 2.27
C -6.07 1.48 1.16
C -5.25 1.20 3.52
H 0.48 7.19 1.28
H -0.12 5.77 2.17
H -0.52 5.98 0.45
H 2.18 6.98 -0.50
H 1.26 5.70 -1.31
H 2.95 5.42 -0.85
H 2.78 6.76 1.94
H 3.56 5.20 1.63
H 2.30 5.31 2.86
H 3.44 3.39 0.31
H 3.05 0.97 0.21
H -0.77 3.89 1.05
H -2.45 2.90 1.62
H -4.46 -0.90 1.57
H -2.40 -1.89 0.72
H -4.56 3.77 1.31
H -4.02 3.57 2.99
H -5.74 3.72 2.62
H -5.83 1.84 0.16
H -6.99 1.96 1.49
H -6.25 0.40 1.09
H -4.44 1.41 4.22
H -5.39 0.12 3.47
H -6.18 1.65 3.91
O 2.74 -1.50 1.14
N 2.85 -1.59 2.43
C 2.84 -0.48 3.19
C 2.96 -0.56 4.56
C 3.08 -1.80 5.17
C 3.05 -2.93 4.37
C 2.94 -2.80 3.01
H 2.69 0.44 2.64
H 2.93 0.35 5.14
H 3.16 -1.88 6.25
H 3.10 -3.92 4.80
H 2.88 -3.63 2.32
O 1.26 -0.86 -1.74
C 2.18 -0.63 -2.75
C 3.47 -1.47 -2.61
C 3.95 -2.45 -3.43
C 5.16 -3.04 -2.97
C 5.58 -2.50 -1.80
S 4.52 -1.28 -1.25
C 1.58 -1.03 -4.12
C 0.65 -1.98 -4.37
C 0.30 -2.09 -5.75
C 0.98 -1.22 -6.53
S 2.04 -0.25 -5.60
C 2.54 0.87 -2.84
C 1.66 1.90 -2.69
C 2.24 3.17 -2.99
C 3.55 3.08 -3.35
S 4.09 1.45 -3.32
H 3.44 -2.75 -4.34
H 5.68 -3.83 -3.49
H 6.46 -2.75 -1.22
H 0.19 -2.58 -3.59
H -0.44 -2.79 -6.11
H 0.91 -1.07 -7.60
H 0.64 1.76 -2.37
H 1.69 4.11 -2.93
H 4.23 3.87 -3.63
O -2.34 -2.27 -3.38
S -2.33 -1.37 -2.18
C -4.03 -0.63 -2.15
C -3.96 0.80 -2.69
C -2.71 0.86 -3.57
C -1.63 0.23 -2.71
H -4.40 -0.67 -1.13
H -4.60 -1.29 -2.79
H -3.85 1.51 -1.86
H -4.86 1.07 -3.24
H -2.46 1.87 -3.89
H -2.86 0.24 -4.46
H -1.43 0.80 -1.80
H -0.70 0.01 -3.22
*
```

Atomic partial charges in e from the Löwdin method, atoms 1 to 99: 0.790, -0.020, -0.301, -0.029, -0.025, -0.177, -0.086, -0.114, -0.144, -0.640, 0.675, -0.226, 0.125, 0.087, 0.059, 0.057, 0.105, 0.111, 0.095, 0.093, 0.084, -0.076, -0.560, -0.054, -0.055, -0.185, -0.048, -0.175, 0.041, -0.216, 0.029, -0.243, 0.029, -0.189, -0.060, -0.250, -0.035, -0.564, -0.075, -0.052, -0.048, 0.080, 0.087, 0.084, 0.081, 0.077, 0.076, 0.079, 0.073, 0.089, 0.100, 0.093, 0.086, 0.086, 0.102, 0.095, 0.086, 0.084, 0.080, 0.082, 0.080, 0.074, 0.091, 0.077, 0.080, -0.230, -0.235, -0.049, -0.053, -0.075, -0.046, -0.035, 0.122, 0.112, 0.105, 0.112, 0.140, -0.258, -0.570, -0.484, -0.131, -0.190, -0.414, 1.048, -0.463, -0.143, -0.176, -0.427, 1.031, -0.496, -0.126, -0.186, -0.420, 1.008, 0.110, 0.093, 0.058, 0.080, 0.102

=====

Entry from the OMol25 dataset: the molecule C17H19BN2O4 (ωB97M-V/def2-TZVPD).

Results
Orbital gap, eV: 8.69
SMILES string: O=C(NCC(=O)N1CCC[C@H]1B(O)O)c1cccc2ccccc12
Energy relative to the best compared isomer or geometry (same formula, charge and spin), kcal/mol: 0.0
HOMO, eV: -8.2

The geometry in ORCA input format:
```
! wB97M-V def2-TZVPD RIJCOSX def2/J DEFGRID3
* xyz 0 1
O 0.92 1.87 -1.96
C -0.12 1.25 -2.10
N -0.13 -0.12 -2.26
C 1.06 -0.91 -1.94
C 0.84 -1.68 -0.65
O -0.29 -1.98 -0.37
N 1.92 -2.01 0.16
C 3.29 -1.40 0.02
C 4.17 -2.15 1.02
C 3.33 -3.30 1.63
C 1.87 -2.95 1.30
B 1.23 -2.28 2.63
O -0.04 -1.74 2.54
O 1.84 -2.16 3.88
C -1.43 1.92 -1.96
C -2.04 2.50 -3.08
C -3.31 3.12 -3.00
C -3.92 3.22 -1.76
C -3.32 2.73 -0.61
C -3.90 2.95 0.65
C -3.29 2.49 1.78
C -2.06 1.84 1.72
C -1.50 1.58 0.50
C -2.09 2.02 -0.69
H -0.97 -0.67 -2.06
H 1.86 -0.19 -1.84
H 1.29 -1.53 -2.78
H 3.25 -0.30 0.19
H 3.61 -1.54 -1.03
H 5.04 -2.50 0.50
H 4.54 -1.46 1.81
H 3.46 -3.40 2.68
H 3.63 -4.26 1.18
H 1.27 -3.85 1.06
H -0.36 -1.86 1.62
H 1.18 -1.64 4.36
H -1.57 2.46 -4.03
H -3.70 3.53 -3.92
H -4.83 3.80 -1.73
H -4.86 3.40 0.72
H -3.73 2.74 2.75
H -1.60 1.43 2.62
H -0.55 1.03 0.43
*
```

Partial charges, Löwdin, in e: 0.085, -0.453, 0.089, -0.077, -0.416, 0.072, 0.006, -0.111, -0.140, -0.127, -0.144, -0.564, 0.141, 0.152, -0.079, -0.011, -0.061, -0.029, -0.174, -0.035, -0.086, -0.074, -0.015, -0.104, 0.141, 0.101, 0.128, 0.132, 0.120, 0.095, 0.125, 0.092, 0.121, 0.158, 0.069, 0.106, 0.105, 0.103, 0.109, 0.106, 0.110, 0.111, 0.123

=====

Entry from the OMol25 dataset: a structure of composition C43H35Cl2IN9O2Pb (ωB97M-V/def2-TZVPD).

Results
Orbital gap, eV: 6.13
Energy relative to the best compared isomer or geometry (same formula, charge and spin), kcal/mol: 31.9
HOMO, eV: -9.3

The geometry in ORCA input format:
```
! wB97M-V def2-TZVPD RIJCOSX def2/J DEFGRID3
* xyz 1 1
Pb -0.48 0.43 -0.45
C -0.20 2.68 3.86
C -0.18 2.56 2.47
N 0.51 1.60 1.89
C 1.20 0.75 2.65
C 1.13 0.86 4.04
N 0.44 1.82 4.63
C 1.97 -0.31 1.96
C 2.92 -1.07 2.64
C 3.60 -2.08 1.97
C 3.36 -2.22 0.61
C 2.38 -1.43 0.01
N 1.68 -0.52 0.68
C 2.08 -1.55 -1.43
C 2.46 -2.63 -2.22
N 2.32 -2.63 -3.53
C 1.78 -1.55 -4.08
C 1.29 -0.51 -3.30
N 1.43 -0.52 -1.99
C 4.47 -3.02 2.70
C 5.15 -2.68 3.87
C 5.83 -3.67 4.56
N 5.88 -4.93 4.17
C 5.27 -5.26 3.05
C 4.55 -4.35 2.28
H -0.73 3.48 4.36
H -0.72 3.23 1.82
H 1.62 0.17 4.72
H 3.12 -0.89 3.69
H 3.93 -2.92 0.02
H 2.87 -3.54 -1.80
H 1.72 -1.55 -5.16
H 0.78 0.34 -3.73
H 5.17 -1.66 4.22
H 6.36 -3.45 5.48
H 5.34 -6.30 2.75
H 4.03 -4.69 1.40
C -3.17 3.07 -3.60
O -3.92 2.81 -2.42
C -3.11 2.12 -1.62
N -1.90 1.96 -2.01
C -1.71 2.82 -3.16
C -0.89 4.08 -2.72
C 0.55 3.70 -2.73
C 1.60 4.29 -3.32
C 1.69 5.44 -4.19
C 0.71 6.03 -4.88
C -0.72 5.62 -4.83
C -3.60 1.72 -0.31
C -4.84 2.14 0.17
C -5.15 1.88 1.50
C -4.25 1.15 2.27
C -3.08 0.70 1.67
N -2.74 1.03 0.43
C -2.20 -0.29 2.28
N -1.22 -0.80 1.65
C -0.78 -1.97 2.38
C -1.55 -1.84 3.72
O -2.49 -0.78 3.49
C -1.15 -3.20 1.58
C -2.48 -3.51 1.33
C -2.81 -4.62 0.58
C -1.81 -5.43 0.06
C -0.48 -5.11 0.29
C -0.15 -4.00 1.05
H -3.39 4.08 -3.96
H -3.47 2.36 -4.37
H -1.14 2.31 -3.94
H 0.74 2.82 -2.13
H 2.56 3.82 -3.13
H 2.70 5.81 -4.33
H 0.95 6.86 -5.53
H -1.34 6.39 -5.31
H -5.52 2.64 -0.49
H -6.08 2.22 1.92
H -4.45 0.92 3.31
H 0.30 -1.95 2.53
H -0.91 -1.55 4.55
H -2.10 -2.75 3.99
H -3.27 -2.87 1.71
H -3.85 -4.85 0.38
H -2.07 -6.29 -0.53
H 0.29 -5.74 -0.13
H 0.88 -3.75 1.22
I -3.48 -1.51 -1.89
C -1.35 -1.56 -1.51
H -0.91 -1.73 -2.49
H -1.18 -2.45 -0.92
Cl -1.29 4.42 -0.98
C -1.23 5.41 -3.41
Cl -0.94 4.15 -5.87
H -0.78 6.20 -2.81
H -2.31 5.56 -3.37
*
```

Partial charges, Löwdin, in e: 1.269, -0.090, -0.107, 0.047, -0.214, -0.066, 0.102, -0.220, 0.061, -0.127, 0.056, -0.201, 0.082, -0.203, -0.053, 0.106, -0.087, -0.109, 0.008, -0.169, -0.004, -0.126, 0.072, -0.126, -0.005, 0.113, 0.091, 0.116, 0.109, 0.117, 0.117, 0.116, 0.112, 0.112, 0.113, 0.112, 0.107, -0.083, 0.035, -0.427, -0.013, -0.307, -0.663, -0.119, -0.063, -0.088, -0.124, -0.602, -0.231, 0.051, -0.001, 0.047, -0.181, 0.059, -0.327, 0.083, -0.223, -0.049, 0.043, -0.197, -0.050, -0.073, -0.068, -0.070, -0.042, 0.115, 0.143, 0.113, 0.078, 0.109, 0.109, 0.112, 0.106, 0.130, 0.122, 0.128, 0.125, 0.129, 0.137, 0.120, 0.111, 0.109, 0.105, 0.101, 0.719, -0.772, -0.074, -0.083, 0.760, -0.223, 0.695, 0.120, 0.106

=====

Entry from the OMol25 dataset: a cluster of 5 separate species, C23H43NO8S in total (ωB97M-V/def2-TZVPD).

Results
Orbital gap, eV: 9.68
SMILES string: C#CCCC[C@@H]1OS(=O)(=O)O[C@@H]1N.C1CCOC1.C1CCOC1.C1CCOC1.C1CCOC1
HOMO, eV: -9.2

The geometry in ORCA input format:
```
! wB97M-V def2-TZVPD RIJCOSX def2/J DEFGRID3
* xyz 0 1
C 3.47 0.63 0.92
C 2.81 1.43 0.31
C 1.99 2.37 -0.46
C 1.18 1.59 -1.56
C -0.31 1.97 -1.61
C -1.29 1.05 -0.87
O -1.61 1.59 0.43
S -0.90 0.73 1.61
O -1.92 0.17 2.42
O 0.08 1.56 2.22
O -0.19 -0.36 0.70
C -0.95 -0.40 -0.58
N -0.41 -1.19 -1.62
H 3.89 -0.28 1.30
H 1.30 2.88 0.21
H 2.64 3.09 -0.96
H 1.62 1.82 -2.53
H 1.36 0.53 -1.39
H -0.63 2.11 -2.64
H -0.41 2.95 -1.13
H -2.21 1.00 -1.45
H -1.90 -0.87 -0.31
H 0.58 -1.06 -1.75
H -0.54 -2.17 -1.39
C 3.74 -3.34 4.46
C 4.47 -2.14 5.05
C 5.28 -1.65 3.86
O 4.52 -1.97 2.70
C 3.45 -2.85 3.05
H 2.84 -3.62 5.00
H 4.40 -4.21 4.43
H 3.75 -1.38 5.36
H 5.09 -2.39 5.91
H 6.25 -2.17 3.80
H 5.47 -0.58 3.88
H 2.51 -2.29 3.00
H 3.40 -3.66 2.32
C -1.95 7.11 -3.27
C -0.78 7.08 -2.29
C -0.44 5.60 -2.27
O -0.76 5.09 -3.57
C -1.53 6.06 -4.29
H -2.12 8.09 -3.72
H -2.87 6.80 -2.77
H 0.06 7.66 -2.69
H -1.03 7.47 -1.31
H -1.04 5.06 -1.53
H 0.61 5.41 -2.06
H -0.90 6.49 -5.07
H -2.38 5.56 -4.76
C 0.28 -3.76 -6.08
C -0.24 -2.34 -6.28
C -0.54 -1.92 -4.85
O 0.41 -2.61 -4.03
C 1.07 -3.62 -4.79
H 0.89 -4.13 -6.91
H -0.55 -4.46 -5.95
H 0.54 -1.71 -6.71
H -1.12 -2.28 -6.93
H -1.55 -2.22 -4.55
H -0.43 -0.85 -4.69
H 2.10 -3.30 -4.98
H 1.10 -4.54 -4.21
C -3.12 -2.00 4.75
C -3.97 -1.97 6.02
C -5.01 -3.05 5.72
O -4.35 -4.01 4.90
C -3.11 -3.48 4.43
H -2.13 -1.58 4.88
H -3.62 -1.44 3.95
H -3.37 -2.25 6.88
H -4.42 -1.00 6.22
H -5.86 -2.64 5.18
H -5.38 -3.54 6.62
H -2.29 -4.00 4.96
H -3.01 -3.69 3.36
*
```

Partial charges, Löwdin, in e: 0.125, -0.149, -0.186, -0.154, -0.103, -0.262, -0.157, 0.595, -0.228, -0.223, -0.153, -0.358, 0.133, 0.013, 0.103, 0.110, 0.113, 0.076, 0.117, 0.096, 0.158, 0.158, 0.083, 0.103, -0.170, -0.169, -0.200, -0.175, -0.201, 0.111, 0.113, 0.115, 0.111, 0.117, 0.118, 0.118, 0.117, -0.170, -0.166, -0.215, -0.148, -0.205, 0.111, 0.114, 0.115, 0.113, 0.109, 0.118, 0.117, 0.116, -0.170, -0.170, -0.215, -0.170, -0.202, 0.111, 0.114, 0.114, 0.112, 0.116, 0.110, 0.118, 0.116, -0.177, -0.170, -0.210, -0.144, -0.206, 0.111, 0.106, 0.112, 0.111, 0.115, 0.114, 0.115, 0.114

=====

Entry from the OMol25 dataset: a structure of composition C12H24AuClI2N2OP2 (ωB97M-V/def2-TZVPD).

Results
Orbital gap (alpha / beta), eV: 3.92 / 2.94
Energy relative to the best compared isomer or geometry (same formula, charge and spin), kcal/mol: 20.2
HOMO (alpha / beta), eV: -14.0 / -14.9

The geometry in ORCA input format:
```
! wB97M-V def2-TZVPD RIJCOSX def2/J DEFGRID3
* xyz 2 3
I 0.18 0.04 -3.82
I 0.11 2.73 -4.40
Au 0.10 1.32 -0.46
P -2.20 1.54 -0.24
C -2.86 1.32 -1.91
C -2.87 0.30 0.89
H -3.93 0.53 1.08
H -3.98 3.00 0.48
H -2.32 0.34 1.84
H -2.40 3.40 1.28
H -2.47 0.37 -2.32
H -2.78 -0.71 0.47
C -2.90 3.12 0.34
H -3.95 1.33 -1.87
H -2.71 3.88 -0.42
H -2.47 2.14 -2.54
P 2.40 1.52 -0.26
C 3.08 1.35 -1.92
C 3.13 3.06 0.37
H 2.56 0.33 1.83
H 4.12 0.37 0.95
H 2.83 -0.76 0.44
C 3.04 0.24 0.85
H 2.64 3.33 1.32
H 4.21 2.90 0.51
H 4.18 1.34 -1.87
H 2.72 2.21 -2.52
H 2.97 3.85 -0.37
H 2.68 0.43 -2.39
Cl 0.10 2.19 1.85
N -0.13 -4.59 3.04
C 0.18 -3.32 2.64
O 0.75 -2.52 3.38
C -0.16 -2.97 1.22
C -0.49 -3.89 0.20
C -0.59 -3.39 -1.10
C -0.41 -2.03 -1.32
N -0.03 -1.20 -0.37
C 0.05 -1.63 0.89
H 0.07 -4.86 3.99
H -0.78 -5.20 2.56
H -0.65 -4.96 0.40
H -0.75 -4.00 -1.98
H -0.54 -1.57 -2.33
H 0.28 -0.85 1.61
*
```

Partial charges, Löwdin, in e: 0.670, 0.564, 0.415, 0.612, -0.294, -0.240, 0.068, 0.070, 0.044, 0.028, -0.001, 0.044, -0.242, 0.068, 0.059, 0.006, 0.609, -0.308, -0.242, 0.049, 0.068, 0.045, -0.240, 0.027, 0.071, 0.069, 0.011, 0.059, -0.022, 0.025, 0.186, -0.474, 0.070, -0.076, 0.042, -0.017, -0.220, -0.021, -0.086, 0.128, 0.106, 0.132, 0.121, -0.080, 0.096

=====

Entry from the OMol25 dataset: the molecule C21H21Cl2N3O3 (ωB97M-V/def2-TZVPD).

Results
Orbital gap, eV: 8.36
SMILES string: CNC(=O)/C(=N/OC)c1ccccc1CO/N=C(C)/C=C/c1c(Cl)cccc1Cl
Energy relative to the best compared isomer or geometry (same formula, charge and spin), kcal/mol: 138.6
HOMO, eV: -8.6

The geometry in ORCA input format:
```
! wB97M-V def2-TZVPD RIJCOSX def2/J DEFGRID3
* xyz 0 1
C -2.02 -1.59 -4.27
N -0.78 -2.17 -3.63
C -0.75 -2.51 -2.26
O -1.67 -2.03 -1.55
C 0.44 -3.23 -1.67
N 0.16 -4.24 -0.83
O 1.34 -5.07 -0.49
C 1.75 -4.79 0.86
C 1.78 -2.81 -2.10
C 2.42 -3.56 -3.06
C 3.52 -3.11 -3.76
C 3.95 -1.81 -3.46
C 3.32 -0.97 -2.51
C 2.27 -1.53 -1.72
C 1.80 -0.72 -0.53
O 1.24 0.56 -0.88
N 0.91 1.34 0.28
C -0.31 1.59 0.70
C -1.59 1.13 -0.10
C -0.47 2.66 1.77
C -1.77 2.87 2.40
C -1.97 3.83 3.49
C -2.81 3.45 4.56
Cl -3.73 1.95 4.76
C -3.08 4.49 5.51
C -2.36 5.71 5.56
C -1.40 5.91 4.62
C -1.30 5.11 3.47
Cl -0.43 5.86 2.13
H -2.74 -1.10 -3.59
H -1.82 -0.88 -5.08
H -2.48 -2.42 -4.85
H -0.10 -2.50 -4.29
H 2.04 -3.76 0.95
H 0.94 -4.94 1.62
H 2.67 -5.40 0.95
H 2.10 -4.59 -3.22
H 4.01 -3.72 -4.43
H 4.86 -1.48 -3.98
H 3.72 -0.01 -2.14
H 2.50 -0.55 0.25
H 0.98 -1.30 -0.07
H -2.34 1.92 -0.13
H -1.21 0.74 -1.09
H -2.16 0.35 0.41
H 0.33 3.34 2.01
H -2.59 2.21 2.11
H -3.87 4.40 6.32
H -2.45 6.49 6.32
H -0.87 6.85 4.63
*
```

Partial charges, Löwdin, in e: -0.058, 0.034, -0.358, 0.018, -0.147, 0.162, -0.210, -0.093, -0.162, -0.043, -0.058, -0.063, 0.004, -0.109, -0.140, -0.150, 0.068, -0.254, -0.021, -0.004, -0.049, -0.243, -0.568, 0.661, -0.099, -0.090, -0.147, -0.544, 0.690, 0.082, 0.072, 0.084, 0.114, 0.060, 0.094, 0.096, 0.131, 0.080, 0.102, 0.128, 0.106, 0.122, 0.059, 0.083, 0.073, 0.066, 0.088, 0.120, 0.117, 0.095